{
  "formula": "C36H99AsF6N9O9",
  "method": "ωB97M-V/def2-TZVPD",
  "total_charge": -1,
  "lumo_energy_ev": 2.3,
  "gap_ha": 0.335,
  "de_lowest_kj_mol": 47.9,
  "species": ["As", "F", "F", "F", "F", "F", "F", "C", "C", "C", "O", "C", "N", "H", "H", "H", "H", "H", "H", "H", "H", "H", "H", "H", "C", "C", "C", "O", "C", "N", "H", "H", "H", "H", "H", "H", "H", "H", "H", "H", "H", "C", "C", "C", "O", "C", "N", "H", "H", "H", "H", "H", "H", "H", "H", "H", "H", "H", "C", "C", "C", "O", "C", "N", "H", "H", "H", "H", "H", "H", "H", "H", "H", "H", "H", "C", "C", "C", "O", "C", "N", "H", "H", "H", "H", "H", "H", "H", "H", "H", "H", "H", "C", "C", "C", "O", "C", "N", "H", "H", "H", "H", "H", "H", "H", "H", "H", "H", "H", "C", "C", "C", "O", "C", "N", "H", "H", "H", "H", "H", "H", "H", "H", "H", "H", "H", "C", "C", "C", "O", "C", "N", "H", "H", "H", "H", "H", "H", "H", "H", "H", "H", "H", "C", "C", "C", "O", "C", "N", "H", "H", "H", "H", "H", "H", "H", "H", "H", "H", "H"],
  "xyz": [[-0.189, -0.497, -0.133], [-0.655, 0.803, -1.210], [-1.786, -0.474, 0.587], [0.320, -1.831, 0.893], [1.420, -0.539, -0.882], [0.434, 0.673, 1.023], [-0.889, -1.655, -1.277], [1.530, 1.841, 6.700], [1.357, 0.435, 6.144], [1.988, 0.215, 4.767], [1.804, -1.122, 4.335], [0.449, -1.479, 4.149], [1.890, -0.540, 7.123], [2.563, 2.182, 6.577], [1.195, 1.990, 7.723], [1.007, 2.555, 6.057], [0.292, 0.198, 6.097], [3.003, 0.613, 4.818], [1.468, 0.877, 4.063], [-0.163, -0.817, 3.525], [-0.087, -1.726, 5.067], [0.603, -2.320, 3.468], [2.781, -0.286, 7.530], [2.044, -1.400, 6.603], [4.429, 1.066, -2.433], [3.752, 2.435, -2.417], [2.412, 2.484, -1.630], [2.069, 3.842, -1.362], [1.122, 3.910, -0.320], [4.718, 3.345, -1.815], [3.749, 0.251, -2.694], [4.764, 0.842, -1.420], [5.212, 1.066, -3.187], [3.538, 2.710, -3.455], [2.686, 2.029, -0.669], [1.564, 1.988, -2.106], [0.870, 4.966, -0.200], [1.520, 3.601, 0.653], [0.205, 3.357, -0.536], [4.307, 4.265, -1.656], [4.729, 3.073, -0.826], [-0.541, -2.344, -5.113], [-0.290, -0.878, -4.815], [1.167, -0.556, -4.506], [2.020, -0.921, -5.595], [3.214, -0.195, -5.627], [-0.768, -0.087, -5.959], [-0.126, -2.640, -6.077], [-1.616, -2.509, -5.199], [-0.114, -2.934, -4.301], [-0.910, -0.454, -4.022], [1.530, -1.077, -3.612], [1.318, 0.502, -4.258], [3.869, -0.403, -6.474], [3.847, -0.388, -4.755], [2.958, 0.872, -5.662], [-0.587, 0.902, -5.830], [-0.300, -0.379, -6.811], [-5.270, -0.295, 8.412], [-5.334, -0.761, 6.950], [-4.395, 0.030, 6.073], [-4.381, -0.451, 4.742], [-3.308, -0.016, 3.946], [-5.005, -2.178, 6.956], [-4.243, -0.302, 8.780], [-5.989, -0.814, 9.038], [-5.515, 0.774, 8.449], [-6.327, -0.605, 6.519], [-3.360, -0.137, 6.415], [-4.551, 1.116, 6.092], [-3.381, 1.056, 3.744], [-3.329, -0.595, 3.023], [-2.319, -0.235, 4.368], [-4.080, -2.328, 7.342], [-5.003, -2.520, 6.001], [-0.622, -6.186, -1.300], [0.106, -5.170, -0.407], [1.210, -4.383, -1.144], [2.207, -5.234, -1.655], [3.222, -4.487, -2.286], [-0.920, -4.272, 0.150], [-1.507, -6.572, -0.795], [0.021, -7.025, -1.565], [-0.956, -5.687, -2.215], [0.584, -5.722, 0.409], [1.577, -3.653, -0.418], [0.664, -3.847, -1.933], [2.870, -4.033, -3.221], [3.965, -5.195, -2.663], [3.670, -3.782, -1.583], [-1.094, -3.717, -0.686], [-0.510, -3.603, 0.782], [1.531, 4.289, -5.828], [0.977, 5.169, -4.691], [-0.206, 4.512, -3.972], [-1.115, 3.847, -4.844], [-1.791, 2.800, -4.203], [2.080, 5.468, -3.766], [0.919, 4.256, -6.727], [1.658, 3.284, -5.407], [2.530, 4.581, -6.156], [0.713, 6.069, -5.253], [-0.745, 5.276, -3.401], [0.158, 3.784, -3.238], [-2.421, 3.044, -3.342], [-1.060, 2.081, -3.801], [-2.377, 2.229, -4.922], [2.305, 4.601, -3.287], [1.598, 5.990, -3.034], [5.366, -0.456, 2.601], [4.534, -0.344, 1.321], [4.299, -1.777, 0.814], [5.509, -2.457, 0.524], [6.244, -1.953, -0.562], [3.274, 0.260, 1.711], [5.640, 0.515, 3.022], [6.314, -0.980, 2.454], [4.900, -1.026, 3.410], [5.068, 0.311, 0.634], [3.701, -1.736, -0.109], [3.718, -2.377, 1.514], [5.761, -2.253, -1.502], [7.202, -2.469, -0.636], [6.394, -0.875, -0.545], [2.534, 0.152, 1.024], [2.919, -0.186, 2.548], [-4.326, 2.884, 1.305], [-3.057, 3.629, 0.947], [-1.808, 3.097, 1.616], [-1.916, 3.087, 3.043], [-0.817, 2.484, 3.663], [-2.926, 3.556, -0.534], [-4.444, 2.773, 2.389], [-4.471, 1.889, 0.886], [-5.161, 3.516, 0.990], [-3.243, 4.686, 1.140], [-0.941, 3.750, 1.458], [-1.478, 2.091, 1.344], [0.037, 3.171, 3.732], [-0.507, 1.561, 3.167], [-1.069, 2.273, 4.704], [-3.840, 3.685, -0.949], [-2.617, 2.633, -0.824], [-3.638, -0.443, -2.434], [-4.394, -1.688, -2.874], [-3.904, -2.870, -2.040], [-4.755, -3.977, -2.248], [-4.438, -5.078, -1.417], [-5.829, -1.414, -2.566], [-3.611, -0.193, -1.372], [-3.939, 0.406, -3.049], [-2.578, -0.590, -2.662], [-4.154, -1.798, -3.932], [-3.891, -2.575, -0.986], [-2.882, -3.102, -2.366], [-5.027, -5.972, -1.619], [-4.393, -4.857, -0.350], [-3.436, -5.394, -1.733], [-6.278, -2.327, -2.561], [-5.797, -1.131, -1.590]],
  "lowdin_charge": [0.83, -0.25, -0.26, -0.26, -0.26, -0.25, -0.26, -0.06, -0.44, -0.21, -0.20, -0.10, 0.04, 0.08, 0.08, 0.06, 0.11, 0.13, 0.11, 0.07, 0.09, 0.09, 0.06, 0.06, -0.06, -0.43, -0.18, -0.24, -0.11, 0.04, 0.06, 0.05, 0.08, 0.12, 0.11, 0.11, 0.09, 0.09, 0.07, 0.07, 0.08, -0.04, -0.42, -0.19, -0.18, -0.12, 0.04, 0.08, 0.07, 0.07, 0.11, 0.12, 0.11, 0.09, 0.07, 0.08, 0.05, 0.07, -0.07, -0.45, -0.22, -0.19, -0.10, 0.03, 0.08, 0.07, 0.07, 0.14, 0.12, 0.13, 0.07, 0.09, 0.07, 0.07, 0.07, -0.07, -0.42, -0.22, -0.17, -0.10, 0.05, 0.06, 0.07, 0.07, 0.14, 0.11, 0.11, 0.09, 0.09, 0.07, 0.03, 0.03, -0.07, -0.42, -0.19, -0.18, -0.13, 0.05, 0.07, 0.06, 0.07, 0.13, 0.13, 0.11, 0.07, 0.07, 0.09, 0.03, 0.07, -0.06, -0.42, -0.19, -0.20, -0.12, 0.07, 0.07, 0.07, 0.08, 0.11, 0.10, 0.13, 0.08, 0.09, 0.08, 0.02, 0.03, -0.07, -0.40, -0.18, -0.20, -0.14, 0.04, 0.07, 0.08, 0.07, 0.13, 0.11, 0.10, 0.09, 0.06, 0.08, 0.06, 0.05, -0.09, -0.40, -0.22, -0.20, -0.10, 0.04, 0.07, 0.08, 0.04, 0.14, 0.13, 0.12, 0.08, 0.09, 0.06, 0.05, 0.06]
}